# C20H33ClN2O4

One molecule with the formula C20H33ClN2O4 (the ωB97M-V functional and the def2-TZVPD basis, the Open Molecules 2025 dataset).

```
! wB97M-V def2-TZVPD RIJCOSX def2/J DEFGRID3
* xyz 0 1
C 4.986 -2.975 2.401
N 4.160 -1.882 2.898
C 4.114 -0.685 2.084
C 3.626 -0.918 0.654
O 4.722 -1.336 -0.121
C 2.324 -1.752 0.554
N 1.608 -0.501 0.342
C 0.309 -0.357 -0.029
O -0.441 -1.316 -0.077
C -0.160 1.063 -0.243
C -0.768 1.563 1.061
C -2.094 0.939 1.542
C -2.534 2.324 2.032
O -2.270 2.417 3.422
C -1.441 2.965 1.121
C -0.602 4.076 1.721
C -2.053 3.393 -0.205
C 2.814 0.295 0.116
C 3.290 -2.202 3.900
O 3.160 -3.362 4.252
C 2.483 -1.121 4.662
Cl 3.530 0.340 4.975
C 2.078 -1.681 6.028
C 1.174 -0.735 6.812
C -0.066 -0.361 6.006
C 0.326 0.239 4.661
C 1.231 -0.706 3.877
H 5.312 -3.587 3.237
H 4.441 -3.618 1.705
H 5.842 -2.550 1.882
H 3.469 0.044 2.557
H 5.112 -0.240 2.022
H 4.414 -1.592 -0.997
H 2.297 -2.414 -0.317
H 2.021 -2.315 1.437
H 0.664 1.712 -0.554
H -0.909 1.048 -1.035
H -0.020 1.502 1.858
H -2.698 0.573 0.711
H -2.047 0.165 2.306
H -3.563 2.630 1.813
H -2.418 3.324 3.707
H -1.186 4.991 1.855
H -0.192 3.781 2.687
H 0.234 4.320 1.059
H -2.669 4.284 -0.063
H -1.282 3.633 -0.940
H -2.691 2.615 -0.631
H 2.882 1.224 0.685
H 3.011 0.494 -0.942
H 1.555 -2.619 5.838
H 2.977 -1.932 6.592
H 0.889 -1.220 7.748
H 1.724 0.170 7.081
H -0.672 -1.258 5.836
H -0.689 0.341 6.564
H -0.561 0.470 4.070
H 0.848 1.188 4.820
H 1.496 -0.268 2.914
H 0.690 -1.635 3.658
*
```

- Energy relative to the best compared isomer or geometry (same formula, charge and spin): 1.3 kJ/mol
- Strongest force on any atom: 0.2 eV/Å
- Lowest unoccupied orbital energy: 0.430 eV
- Structure (SMILES): CN(CC1(O)CN(C(=O)C[C@@H]2C[C@@H](O)C2(C)C)C1)C(=O)C1(Cl)CCCCC1
- Total energy: -44968.4849 eV

# C8H12NO3

An isolated ion of composition C8H12NO3 and charge +1 at a distorted geometry (the ωB97M-V functional and the def2-TZVPD basis, the Open Molecules 2025 dataset).

```
! wB97M-V def2-TZVPD RIJCOSX def2/J DEFGRID3
* xyz 1 1
C 1.789 -1.280 0.055
C 2.628 0.898 -0.017
C -2.871 0.183 0.483
C -2.722 -0.620 -0.815
C -1.572 -0.004 1.268
C -1.221 -0.634 -1.087
C -0.645 -0.776 0.321
C 3.816 1.769 -0.183
N 0.680 -0.704 0.558
O 1.913 -2.454 -0.104
O 2.862 -0.406 -0.110
O 1.508 1.318 0.189
H -3.001 1.241 0.247
H -3.743 -0.134 1.050
H -3.080 -1.641 -0.667
H -3.288 -0.189 -1.634
H -1.082 0.948 1.491
H -1.726 -0.501 2.225
H -0.903 -1.419 -1.770
H -0.891 0.330 -1.483
H -0.810 -1.844 0.618
H 4.380 1.473 -1.067
H 3.510 2.810 -0.249
H 4.470 1.637 0.681
*
```

- Energy relative to the best compared isomer or geometry (same formula, charge and spin): 202.9 kJ/mol
- Strongest force on any atom: 1.9 eV/Å
- Lowest unoccupied orbital energy (alpha / beta): -7.910 / -7.911 eV
- Total energy: -16113.1847 eV

# C23H27BClI2N10O2W

C23H27BClI2N10O2W as an isolated structure at a distorted geometry (the ωB97M-V functional and the def2-TZVPD basis, the Open Molecules 2025 dataset).

```
! wB97M-V def2-TZVPD RIJCOSX def2/J DEFGRID3
* xyz 2 4
W -1.006 0.778 0.065
C -0.671 -2.507 -2.025
C 0.280 -2.093 -0.951
C 1.329 -2.908 -0.563
C 2.003 -2.221 0.421
N 1.384 -1.058 0.622
N 0.330 -0.928 -0.237
B 1.931 0.090 1.505
N 2.080 1.280 0.562
C 3.129 2.067 0.302
C 2.756 2.980 -0.653
C 1.429 2.722 -0.963
C 0.710 3.542 -1.990
N 1.005 1.666 -0.207
N 0.827 0.455 2.558
C 0.987 0.756 3.842
C -0.224 1.212 4.357
C -1.110 1.217 3.315
C -2.515 1.701 3.403
N -0.435 0.740 2.167
N 3.137 -0.370 2.251
C 3.170 -1.329 3.224
C 4.470 -1.514 3.598
C 5.205 -0.614 2.792
C 6.686 -0.381 2.782
N 4.413 0.064 1.986
H -0.406 -3.519 -2.319
H -0.584 -1.883 -2.916
H -1.707 -2.516 -1.699
H 1.566 -3.876 -0.967
H 2.890 -2.475 0.976
H 4.062 1.881 0.802
H 3.367 3.750 -1.090
H 1.333 4.410 -2.195
H -0.264 3.889 -1.663
H 0.592 2.997 -2.925
H 1.950 0.637 4.312
H -0.419 1.528 5.367
H -2.770 1.800 4.456
H -3.235 1.029 2.948
H -2.613 2.679 2.934
H 2.272 -1.822 3.564
H 4.850 -2.195 4.339
H 7.194 -1.110 3.410
H 6.921 0.613 3.160
H 7.081 -0.465 1.771
I -2.181 -1.246 1.606
C -5.473 0.630 0.185
I -3.889 1.867 0.005
H -6.106 0.799 1.042
H -5.649 -0.149 -0.538
O -1.017 1.576 -1.731
N -1.548 1.034 -2.794
N -2.179 -0.008 -2.478
O -2.170 -0.401 -1.215
C -2.960 -0.795 -3.450
C -2.825 -0.503 -4.793
C -3.581 -1.249 -5.685
C -4.434 -2.244 -5.224
C -4.549 -2.504 -3.865
C -3.802 -1.771 -2.951
H -2.161 0.273 -5.146
H -3.498 -1.050 -6.744
H -5.017 -2.818 -5.931
H -5.217 -3.275 -3.508
H -3.883 -1.957 -1.891
Cl -1.237 3.091 0.677
*
```

- ⟨S²⟩: 3.790
- Energy relative to the best compared isomer or geometry (same formula, charge and spin): 58.6 kJ/mol
- Strongest force on any atom: 1.5 eV/Å
- Lowest unoccupied orbital energy (alpha / beta): -7.742 / -9.476 eV
- Total energy: -74494.8036 eV

# C3H3CoO2

C3H3CoO2 as an isolated structure at a distorted geometry (the ωB97M-V functional and the def2-TZVPD basis, the Open Molecules 2025 dataset).

```
! wB97M-V def2-TZVPD RIJCOSX def2/J DEFGRID3
* xyz 3 6
O -0.894 -0.463 1.162
O 0.927 1.217 -2.928
C -0.221 -1.303 1.803
C 1.186 -1.386 1.655
C 0.285 1.231 -2.012
H -0.730 -1.985 2.500
H 1.722 -0.597 1.126
H 1.733 -2.192 2.142
Co -0.728 0.825 -0.098
*
```

- ⟨S²⟩: 8.761
- Energy relative to the best compared isomer or geometry (same formula, charge and spin): 93.8 kJ/mol
- Strongest force on any atom: 3.7 eV/Å
- Lowest unoccupied orbital energy (alpha / beta): -15.816 / -21.491 eV
- Total energy: -44836.7122 eV

# C32H29AuN7

C32H29AuN7 as an isolated structure at a distorted geometry (the ωB97M-V functional and the def2-TZVPD basis, the Open Molecules 2025 dataset).

```
! wB97M-V def2-TZVPD RIJCOSX def2/J DEFGRID3
* xyz 1 3
Au 9.058 10.184 10.214
C 5.589 14.184 14.906
C 6.470 13.173 14.223
C 6.746 11.928 14.831
C 7.480 10.939 14.194
C 8.089 11.216 12.951
N 8.863 10.291 12.379
C 9.548 9.363 13.115
C 10.317 9.750 14.183
C 11.139 8.847 14.879
C 11.180 7.496 14.487
C 12.044 6.475 15.185
C 10.419 7.131 13.388
C 9.580 8.028 12.720
N 8.709 7.474 11.704
C 8.269 6.189 11.728
C 7.697 5.991 10.508
C 7.873 7.190 9.772
N 8.542 8.054 10.502
C 7.904 12.511 12.384
C 7.083 13.433 12.991
N 8.809 13.022 11.418
C 9.455 14.224 11.472
C 10.212 14.345 10.332
C 9.974 13.164 9.641
N 9.111 12.399 10.287
H 6.027 14.325 15.911
H 4.551 13.849 15.029
H 5.578 15.138 14.394
H 6.237 11.671 15.767
H 7.610 9.980 14.698
H 10.381 10.827 14.379
H 11.757 9.146 15.732
H 12.579 6.915 16.044
H 12.757 6.017 14.501
H 11.471 5.630 15.581
H 10.461 6.156 12.958
H 8.243 5.497 12.580
H 7.191 5.098 10.181
H 7.589 7.396 8.763
H 6.979 14.364 12.476
H 9.332 14.858 12.303
H 10.870 15.150 10.021
H 10.401 12.789 8.714
C 7.910 10.047 7.233
N 9.066 9.917 8.093
C 10.256 9.922 7.525
C 11.427 10.021 8.286
C 12.755 9.991 7.860
C 13.541 10.185 8.982
C 12.641 10.325 10.028
N 11.365 10.234 9.632
C 7.153 11.357 7.484
C 5.883 11.295 8.025
C 5.224 12.469 8.368
C 5.763 13.685 8.029
C 7.064 13.717 7.538
C 7.769 12.567 7.266
H 7.201 9.211 7.380
H 8.194 9.996 6.189
H 10.252 9.789 6.440
H 13.058 9.968 6.821
H 14.625 10.347 9.060
H 12.857 10.401 11.111
H 5.435 10.331 8.260
H 4.280 12.420 8.919
H 5.263 14.637 8.242
H 7.541 14.636 7.276
H 8.783 12.650 6.982
*
```

- ⟨S²⟩: 2.048
- Strongest force on any atom: 2.3 eV/Å
- Lowest unoccupied orbital energy (alpha / beta): -2.432 / -5.201 eV
- Total energy: -47768.8741 eV

# C3H7NO2

A 2-piece molecular cluster, C3H7NO2 overall at a distorted geometry (the ωB97M-V functional and the def2-TZVPD basis, the Open Molecules 2025 dataset).

```
! wB97M-V def2-TZVPD RIJCOSX def2/J DEFGRID3
* xyz 0 1
C -0.245 0.047 0.398
C -1.354 -0.510 -0.518
C -1.166 -0.851 -1.889
O 1.957 0.684 2.135
O -1.815 -1.683 -2.512
N 0.811 0.854 -0.216
H -0.748 0.698 1.204
H 0.285 -0.856 0.805
H -2.139 -1.102 -0.100
H -0.223 -0.437 -2.324
H 0.524 1.823 -0.279
H 1.473 0.929 0.596
H 2.641 0.404 2.699
*
```

- Energy relative to the best compared isomer or geometry (same formula, charge and spin): 764.2 kJ/mol
- Strongest force on any atom: 3.6 eV/Å
- Lowest unoccupied orbital energy: -4.468 eV
- Total energy: -8802.6086 eV

# C4H10O2

One molecule with the formula C4H10O2 at a distorted geometry (the ωB97M-V functional and the def2-TZVPD basis, the Open Molecules 2025 dataset).

```
! wB97M-V def2-TZVPD RIJCOSX def2/J DEFGRID3
* xyz 0 1
C -1.605 0.122 -0.261
C -0.351 -0.745 0.178
C 0.878 -0.234 -0.351
C 1.387 1.085 0.149
H -2.849 -0.158 0.960
H -1.551 1.311 -0.259
H -1.513 -0.028 -1.488
H -0.064 -0.648 1.393
H -0.787 -1.830 -0.030
H 0.676 -0.276 -1.618
H 2.321 -0.855 0.634
H 1.353 0.999 1.454
H 0.983 1.820 -0.373
H 2.114 1.063 -0.334
O -2.833 -0.366 0.044
O 1.841 -1.258 -0.099
*
```

- Energy relative to the best compared isomer or geometry (same formula, charge and spin): 534.0 kJ/mol
- Strongest force on any atom: 14.8 eV/Å
- Lowest unoccupied orbital energy: 0.892 eV
- Structure (SMILES): C[C@@H](O)CCO
- Total energy: -8400.0126 eV

# C44H51N3O4P2PtSSb

C44H51N3O4P2PtSSb as an isolated structure at a distorted geometry (the ωB97M-V functional and the def2-TZVPD basis, the Open Molecules 2025 dataset).

```
! wB97M-V def2-TZVPD RIJCOSX def2/J DEFGRID3
* xyz -1 3
Pt 0.751 0.249 -0.100
C 5.687 -0.215 -0.131
C 4.308 0.017 -0.649
Sb 2.861 -1.235 0.536
C 4.085 -1.481 2.267
C 3.828 -0.389 3.331
C 3.316 -3.034 -0.546
C 4.812 -3.487 -0.429
H 6.520 0.232 -0.718
H 5.988 -1.253 0.050
H 5.789 0.358 0.843
H 4.200 -0.133 -1.709
H 3.971 1.003 -0.542
H 5.092 -1.511 1.982
H 3.709 -2.436 2.506
H 3.964 0.701 2.995
H 4.447 -0.438 4.291
H 2.851 -0.555 3.728
H 3.081 -2.786 -1.579
H 2.600 -3.785 -0.183
H 5.088 -3.539 0.594
H 5.505 -2.750 -0.832
H 5.050 -4.424 -0.947
C 0.234 4.320 -1.597
S 2.047 4.121 -1.157
C 2.254 3.035 -2.596
O 2.688 5.450 -1.513
H 0.170 4.428 -2.702
H 0.010 5.276 -1.164
H -0.233 3.450 -1.225
H 1.782 2.108 -2.530
H 3.297 2.907 -2.778
H 1.813 3.654 -3.451
N 1.107 -1.023 -1.953
P -0.347 -1.516 -2.428
C -1.435 -0.287 -3.453
C -1.859 -0.541 -4.731
C -2.698 0.398 -5.423
C -3.026 1.615 -4.871
C -2.552 1.871 -3.566
C -1.778 0.947 -2.894
C -0.167 -2.771 -3.705
C -1.006 -3.900 -3.565
C -0.955 -4.862 -4.615
C -0.228 -4.554 -5.753
C 0.511 -3.387 -5.948
C 0.567 -2.527 -4.848
C -1.532 -2.061 -1.140
C -0.920 -2.716 -0.038
C -1.665 -3.226 1.002
C -3.049 -3.055 0.934
C -3.761 -2.496 -0.143
C -2.922 -1.989 -1.154
H -1.858 -1.512 -5.127
H -3.007 0.006 -6.397
H -3.629 2.320 -5.384
H -2.693 2.864 -3.169
H -1.363 1.160 -1.901
H -1.628 -3.936 -2.787
H -1.422 -5.915 -4.394
H -0.099 -5.428 -6.415
H 1.099 -3.164 -6.847
H 1.058 -1.548 -4.890
H 0.177 -2.725 0.051
H -1.225 -3.577 1.935
H -3.728 -3.439 1.759
H -4.848 -2.347 -0.159
H -3.334 -1.371 -1.916
N 0.215 1.946 0.930
P -0.919 2.096 1.909
C -0.694 3.611 2.943
C -1.549 3.728 4.027
C -1.569 4.792 4.874
C -0.544 5.719 4.757
C 0.396 5.598 3.745
C 0.303 4.621 2.839
C -1.022 0.806 3.291
C -2.211 0.360 3.812
C -2.233 -0.896 4.403
C -1.099 -1.635 4.593
C 0.075 -1.161 4.099
C 0.122 0.092 3.481
C -2.666 2.199 1.342
C -3.298 3.432 1.237
C -4.555 3.475 0.651
C -5.295 2.343 0.308
C -4.663 1.097 0.524
C -3.426 1.026 1.044
H -2.178 2.906 4.317
H -2.365 4.726 5.693
H -0.450 6.452 5.545
H 1.340 6.147 3.895
H 1.102 4.424 2.101
H -3.068 0.966 3.711
H -3.101 -1.295 4.809
H -1.130 -2.585 5.099
H 0.986 -1.728 4.099
H 1.012 0.461 3.078
H -2.837 4.397 1.548
H -4.977 4.473 0.517
H -6.372 2.375 -0.016
H -5.176 0.193 0.300
H -2.975 0.097 1.260
O 0.981 -5.152 1.555
N 1.875 -4.596 2.290
O 2.838 -5.267 2.763
O 1.775 -3.411 2.517
*
```

- ⟨S²⟩: 2.016
- Strongest force on any atom: 5.7 eV/Å
- Lowest unoccupied orbital energy (alpha / beta): 2.198 / 0.970 eV
- Total energy: -98304.8845 eV

# C5H4F7NO

A 2-piece molecular cluster, C5H4F7NO overall at a distorted geometry (the ωB97M-V functional and the def2-TZVPD basis, the Open Molecules 2025 dataset).

```
! wB97M-V def2-TZVPD RIJCOSX def2/J DEFGRID3
* xyz 0 1
C 1.096 -0.572 0.362
C 2.072 -0.699 -0.709
C 0.411 0.775 0.649
C 0.569 1.863 -0.413
C -2.740 -1.093 0.117
N -0.335 1.045 1.567
O 0.867 -1.420 1.233
F 1.822 2.315 -0.482
F -0.249 2.868 -0.189
F 0.267 1.405 -1.586
F -3.505 -1.823 -0.692
F -1.563 -1.027 -0.444
F -3.246 0.082 0.194
F -2.642 -1.707 1.253
H 2.749 -1.628 -0.574
H 1.942 -0.868 -1.809
H 2.730 0.137 -0.803
H -0.244 0.348 2.326
*
```

- Energy relative to the best compared isomer or geometry (same formula, charge and spin): 0.0 kJ/mol
- Strongest force on any atom: 4.7 eV/Å
- Lowest unoccupied orbital energy: -0.617 eV
- Structure (SMILES): [H]/N=C(\C(C)=O)C(F)(F)F.FC(F)(F)F
- Total energy: -27809.3000 eV

In the order shown, the computed molecular weight values come out to 400.947; 170.188; 959.450; 129.988; 708.600; 89.094; 90.122; 1096.762; 227.079 g/mol.